(1)
# C27H29ClIN3OPtSi

A molecular structure, C27H29ClIN3OPtSi at a distorted geometry (the ωB97M-V functional and the def2-TZVPD basis, the Open Molecules 2025 dataset).

Last column: natural (NBO) charge in e.
Geometry (Å):
Pt1 0.7620 1.1560 -0.1568  0.55
Cl1 3.9351 7.2743 0.1908  0.00
C1 3.5253 5.5861 0.2620  -0.08
C2 4.5177 4.6523 0.3368  -0.21
C3 4.2187 3.2790 0.3921  -0.26
I1 5.7558 1.8880 0.4775  0.18
C4 2.9151 2.8218 0.3985  0.38
O1 2.6006 1.5550 0.5268  -0.71
C5 1.8813 3.8129 0.2913  0.07
N1 0.6005 3.3448 0.2177  -0.49
C6 -0.3951 4.1917 0.1322  0.07
C7 -0.2012 5.5819 0.0826  -0.26
C8 1.0719 6.0763 0.1144  -0.14
C9 2.1666 5.1919 0.2293  -0.03
H1 5.5503 4.9726 0.3470  0.24
H2 -1.3923 3.7661 0.1073  0.20
H3 -1.0568 6.2383 0.0121  0.23
H4 1.2578 7.1388 0.0392  0.24
C10 -3.7251 -2.4416 -0.4080  -0.62
C11 -3.7712 -1.2288 0.5102  -0.20
N2 -2.5328 -0.4481 0.4529  -0.40
C12 -1.4509 -0.9149 1.3344  -0.26
C13 -1.1165 0.0603 2.4566  -0.62
C14 -2.3496 0.5008 -0.4619  0.52
C15 -3.5594 0.9963 -1.2161  -0.67
N3 -1.1961 1.0536 -0.7373  -0.77
H5 -4.6317 -3.0371 -0.2948  0.22
H6 -2.8651 -3.0699 -0.1724  0.23
H7 -3.6439 -2.1396 -1.4537  0.20
H8 -3.8930 -1.5508 1.5440  0.21
H9 -4.6270 -0.5979 0.2792  0.20
H10 -0.5695 -1.1551 0.7448  0.27
H11 -1.7947 -1.8496 1.7680  0.22
H12 -0.4072 0.8271 2.1420  0.21
H13 -0.6557 -0.4902 3.2771  0.24
H14 -2.0171 0.5552 2.8274  0.20
H15 -4.2986 1.4008 -0.5249  0.24
H16 -4.0285 0.1963 -1.7877  0.24
H17 -3.2716 1.7831 -1.9092  0.22
H18 -1.3142 1.7631 -1.4469  0.38
C16 1.1836 -3.2612 3.6118  -0.26
C17 0.2198 -3.7609 2.7458  -0.23
C18 0.2892 -3.4758 1.3844  -0.33
C19 1.3111 -2.7004 0.8447  -0.23
C20 2.2769 -2.2134 1.7355  -0.22
C21 2.2182 -2.4900 3.1009  -0.25
Si1 1.6103 -0.6078 -1.2396  1.01
C22 0.8108 -1.9387 -2.2656  -0.53
C23 1.6193 -2.8084 -3.0033  -0.19
C24 1.0637 -3.7825 -3.8173  -0.21
C25 -0.3157 -3.9078 -3.9135  -0.22
C26 -1.1338 -3.0445 -3.1977  -0.22
C27 -0.5750 -2.0648 -2.3919  -0.15
H19 1.1299 -3.4737 4.6729  0.20
H20 -0.5800 -4.3862 3.1311  0.20
H21 -0.4821 -3.8870 0.7324  0.19
H22 3.0923 -1.5916 1.3796  0.18
H23 2.9806 -2.1005 3.7677  0.20
H24 3.0645 -0.8664 -1.2355  -0.19
H25 2.6977 -2.7332 -2.9240  0.21
H26 1.7081 -4.4471 -4.3787  0.21
H27 -0.7506 -4.6699 -4.5474  0.21
H28 -2.2109 -3.1365 -3.2744  0.20
H29 -1.2220 -1.3922 -1.8422  0.19

Atoms 1-2, force components in eV/Å:
Pt -0.1 0.5 -0.5
Cl 0.0 0.0 0.0

Values from the calculation:
2S+1 = 1
ΔE to the lowest compared entry with this formula, charge and spin = 2.1177 eV

=====

(2)
# C27H29MnN5S2Si

A molecular structure, C27H29MnN5S2Si at a distorted geometry (the ωB97M-V functional and the def2-TZVPD basis, the Open Molecules 2025 dataset).

Last column: natural (NBO) charge in e.
Geometry (Å):
Mn1 0.5642 1.2186 -0.5857  -0.28
N1 1.1605 3.1547 -1.1983  -0.79
C1 2.3230 3.5414 -0.3864  -0.23
C2 3.2855 2.3882 -0.4499  -0.23
N2 2.6210 1.1216 -0.0370  -0.55
C3 3.4590 0.0015 -0.5210  -0.23
C4 3.0395 -1.3545 -0.0157  -0.24
N3 1.8132 -1.8571 -0.6978  -0.89
H1 0.4053 3.8278 -1.1253  0.40
H2 1.4141 3.1053 -2.1841  0.40
H3 2.8031 4.4545 -0.7421  0.22
H4 1.9826 3.7110 0.6356  0.20
H5 3.6077 2.2474 -1.4843  0.21
H6 4.1792 2.5691 0.1511  0.22
H7 2.5929 1.0903 0.9795  0.40
H8 3.4292 0.0274 -1.6123  0.22
H9 4.5011 0.1653 -0.2329  0.22
H10 3.8528 -2.0607 -0.1757  0.23
H11 2.8250 -1.3352 1.0535  0.24
H12 1.8494 -1.7075 -1.7110  0.45
H13 1.7381 -2.8641 -0.5647  0.43
S1 1.0713 0.4224 -2.7962  -0.18
C5 -0.5174 0.8685 -3.3000  -0.20
S2 -1.4296 1.8026 -2.0985  0.18
C6 -1.0725 0.6012 -4.5048  -0.34
C7 -2.4265 0.9867 -4.7939  0.26
N4 -3.5134 1.3175 -4.9679  -0.26
C8 -0.3057 -0.1033 -5.4957  0.27
N5 0.3221 -0.6827 -6.2636  -0.26
C9 -0.0287 -2.7044 4.2732  -0.21
C10 -0.7103 -1.5608 3.8884  -0.13
C11 -0.5736 -1.0781 2.5929  -0.22
C12 0.2279 -1.7213 1.6455  -0.57
C13 0.8889 -2.8847 2.0588  -0.21
C14 0.7729 -3.3681 3.3548  -0.20
Si1 0.1934 -1.0573 -0.1044  1.53
C15 -0.9752 -2.1433 -1.0785  -0.52
C16 -2.0947 -1.6270 -1.7366  -0.22
C17 -2.9549 -2.4442 -2.4600  -0.19
C18 -2.7112 -3.8059 -2.5427  -0.18
C19 -1.6228 -4.3516 -1.8754  -0.22
C20 -0.7773 -3.5282 -1.1470  -0.16
H14 -0.1260 -3.0823 5.2824  0.23
H15 -1.3485 -1.0434 4.5934  0.21
H16 -1.1183 -0.1872 2.3212  0.21
H17 1.5131 -3.4591 1.3787  0.18
H18 1.3011 -4.2671 3.6447  0.22
H19 -1.1234 0.9485 -1.0321  0.17
H20 -2.3219 -0.5716 -1.6933  0.20
H21 -3.8121 -2.0120 -2.9600  0.23
H22 -3.3716 -4.4433 -3.1155  0.23
H23 -1.4403 -5.4173 -1.9144  0.22
H24 0.0269 -4.0111 -0.5964  0.18
C21 -0.1851 1.6710 0.8177  0.39
C22 -1.0935 2.2113 1.7959  -0.34
C23 -2.4658 1.9475 1.7083  -0.16
C24 -3.3340 2.5137 2.6245  -0.20
C25 -2.8370 3.3324 3.6327  -0.16
C26 -1.4764 3.5943 3.7285  -0.22
C27 -0.6018 3.0392 2.8093  -0.09
H25 -2.8431 1.2975 0.9269  0.22
H26 -4.3951 2.3167 2.5574  0.24
H27 -3.5176 3.7704 4.3508  0.23
H28 -1.0998 4.2308 4.5175  0.23
H29 0.4606 3.2381 2.8781  0.21

Atoms 1-2, force components in eV/Å:
Mn -0.5 0.9 1.5
N 0.1 -0.1 -0.1

Values from the calculation:
2S+1 = 1
ΔE to the lowest compared entry with this formula, charge and spin = 0.7782 eV
total charge = +1

=====

(3)
# C27H29N5O6S

A molecular structure, C27H29N5O6S at a distorted geometry (the ωB97M-V functional and the def2-TZVPD basis, the Open Molecules 2025 dataset).

Last column: natural (NBO) charge in e.
Geometry (Å):
C1 -5.1180 -2.2906 2.1624  -0.62
C2 -3.6578 -1.6855 1.9422  -0.02
C3 -2.5696 -2.3448 1.4909  -0.13
C4 -1.4430 -1.8834 1.2702  -0.30
C5 -1.2907 -0.6613 1.3350  0.03
C6 -2.4254 0.1750 2.0455  -0.18
C7 -3.6919 -0.4569 2.3761  -0.24
H1 -4.4410 0.2970 2.4505  0.23
H2 -2.2930 1.3358 2.1125  0.23
C8 0.0609 0.0674 1.0719  -0.17
N1 0.3571 -0.1671 -0.2216  -0.49
C9 -0.5919 -0.5005 -1.3508  0.68
O1 -0.2041 -1.4981 -2.3111  -0.65
C10 -1.7919 0.1067 -1.0843  -0.53
C11 -3.0179 -0.6824 -1.4486  0.23
N2 -3.2121 -2.0148 -1.4442  -0.78
H3 -2.3156 -2.6376 -1.8982  0.44
H4 -4.1195 -2.3554 -1.6740  0.44
C12 -3.9998 0.3333 -1.1796  0.05
N3 -3.8028 1.5239 -0.7471  -0.60
S1 -2.2196 1.6749 -0.8888  0.77
C13 -5.6341 -0.0993 -1.0193  0.68
O2 -5.8569 -1.2338 -1.3429  -0.65
N4 -6.4562 0.8512 -0.7735  -0.78
H5 -6.0485 1.8989 -1.0141  0.43
H6 -7.2975 0.6379 -0.9791  0.38
C14 1.7677 -0.9644 -0.4492  0.21
C15 2.4556 -1.4196 0.4397  -0.35
C16 3.6611 -1.9844 0.3731  0.31
C17 4.4323 -1.5879 -0.8343  0.19
C18 3.7377 -0.6413 -1.8742  -0.21
C19 2.3944 -0.3818 -1.7200  -0.19
H7 1.9506 0.2996 -2.2992  0.21
H8 4.2254 -0.5824 -2.7418  0.21
O3 5.6541 -1.9924 -1.1755  -0.46
C20 6.1725 -2.7987 -0.3441  -0.13
C21 5.7860 -2.7523 0.9084  -0.11
H9 6.1023 -3.5531 1.9853  0.27
O4 4.3389 -2.6588 1.2413  -0.51
H10 6.0907 -1.6841 1.5094  0.17
H11 7.2925 -3.1358 -0.3515  0.25
H12 5.5277 -3.8641 -0.4832  0.14
H13 1.8395 -1.9926 1.3939  0.21
H14 0.7217 -0.3967 1.8217  0.26
C22 0.0174 1.7051 1.1364  0.69
O5 -0.0128 2.1574 2.2231  -0.62
N5 0.6746 2.1629 0.1569  -0.66
C23 1.0439 3.5300 0.1386  -0.21
H15 0.4805 4.2280 0.8736  0.24
H16 0.3722 4.1904 -0.7596  0.17
C24 2.4586 3.9353 0.0806  0.03
C25 3.1292 3.3485 1.3407  -0.43
H17 3.9135 4.1243 1.7697  0.21
C26 4.0354 2.0790 0.9512  -0.43
H18 3.5344 1.1531 0.9709  0.22
C27 4.2524 2.7125 -0.3763  -0.11
H19 5.0011 3.2934 -0.6936  0.20
O6 2.9159 3.2185 -0.9366  -0.53
H20 4.4560 1.8970 -1.2538  0.19
H21 5.0407 2.0197 1.6997  0.22
H22 2.4285 2.8929 2.0251  0.24
H23 2.6841 4.9565 0.1342  0.18
H24 1.0036 1.7473 -0.7275  0.46
H25 -0.8298 -2.4881 1.0416  0.20
H26 -2.8341 -3.6031 1.3746  0.18
H27 -5.7516 -1.7975 2.8004  0.21
H28 -5.0927 -3.4194 2.4809  0.20
H29 -5.5989 -2.1760 1.2269  0.22

Atoms 1-2, force components in eV/Å:
C 3.2 -3.9 -1.4
C -5.7 -4.2 1.4

Values from the calculation:
2S+1 = 1
ΔE to the lowest compared entry with this formula, charge and spin = 24.3399 eV

=====

(4)
# C27H29N7O2

C27H29N7O2 in the gas phase at a distorted geometry (the ωB97M-V functional and the def2-TZVPD basis, the Open Molecules 2025 dataset).

Last column: natural (NBO) charge in e.
Geometry (Å):
C1 -5.6794 -2.2767 1.7204  -0.62
H1 -6.1716 -2.6238 0.8154  0.22
H2 -4.8233 -2.9167 1.9245  0.21
H3 -6.3789 -2.3531 2.5481  0.22
C2 -5.2365 -0.8284 1.5503  -0.21
N1 -4.2933 -0.6860 0.4486  -0.49
C3 -4.7555 -0.2407 -0.7387  0.68
O1 -5.9226 0.0476 -0.9215  -0.63
C4 -3.7530 -0.0676 -1.8855  -0.32
N2 -2.4273 0.3690 -1.4949  -0.43
C5 -1.3926 -0.4648 -1.8726  0.82
O2 -1.5387 -1.4167 -2.5950  -0.58
N3 -0.1715 -0.1085 -1.3191  -0.25
C6 0.0528 0.9538 -0.4834  0.38
N4 1.2974 0.9262 -0.0673  -0.51
C7 1.8177 -0.1776 -0.6693  0.34
N5 0.9643 -0.8187 -1.4302  -0.25
C8 3.2197 -0.6069 -0.4565  -0.44
H4 3.4628 -1.4018 -1.1602  0.25
C9 4.1799 0.5824 -0.6187  -0.21
N6 5.5013 0.2614 -0.1673  -0.17
C10 5.9908 0.3326 1.0944  0.16
C11 7.2858 -0.1330 1.0314  -0.35
C12 7.4936 -0.4733 -0.3182  0.14
N7 6.4024 -0.2302 -1.0215  -0.29
C13 8.7249 -1.0239 -0.9445  -0.64
H5 8.9938 -1.9735 -0.4834  0.22
H6 9.5585 -0.3351 -0.8129  0.22
H7 8.5528 -1.1777 -2.0057  0.23
H8 7.9866 -0.2155 1.8373  0.22
C14 5.2038 0.8570 2.2409  -0.65
H9 5.8067 0.8147 3.1438  0.23
H10 4.9112 1.8930 2.0671  0.22
H11 4.2970 0.2739 2.3992  0.22
H12 4.2501 0.8541 -1.6740  0.23
H13 3.7932 1.4317 -0.0501  0.22
H14 3.3119 -1.0020 0.5591  0.22
C15 -1.0169 1.8517 -0.2048  -0.08
C16 -0.8473 2.9922 0.5798  -0.17
C17 -1.9187 3.8189 0.8297  -0.22
C18 -3.1626 3.5103 0.2895  -0.17
C19 -3.3469 2.3830 -0.4853  -0.25
C20 -2.2750 1.5256 -0.7439  0.20
H15 -4.3260 2.1791 -0.8838  0.24
H16 -4.0041 4.1599 0.4765  0.22
H17 -1.7965 4.7019 1.4369  0.22
H18 0.1352 3.1961 0.9742  0.24
H19 -4.2003 0.6329 -2.5979  0.24
H20 -3.6301 -1.0279 -2.3969  0.28
C21 -2.9791 -1.1664 0.7001  0.23
C22 -2.1681 -0.4828 1.5998  -0.27
C23 -0.8922 -0.9406 1.8961  -0.02
C24 -0.4413 -2.1026 1.2775  -0.17
C25 -1.2496 -2.7938 0.3941  -0.20
C26 -2.5243 -2.3365 0.1066  -0.26
H21 -3.1586 -2.8765 -0.5790  0.23
H22 -0.8868 -3.6923 -0.0794  0.23
H23 0.5525 -2.4670 1.4918  0.21
C27 -0.0073 -0.1856 2.8392  -0.64
H24 0.5311 -0.8702 3.4913  0.22
H25 0.7266 0.3901 2.2737  0.24
H26 -0.5854 0.5049 3.4480  0.22
H27 -2.5349 0.4235 2.0616  0.22
H28 -4.7562 -0.4698 2.4641  0.20
H29 -6.0971 -0.1978 1.3188  0.24

Atoms 1-2, force components in eV/Å:
C 0.1 0.2 0.0
H -0.1 -0.1 -0.1

Values from the calculation:
2S+1 = 1

=====

Number 1: molar mass 797.070 g/mol, total energy -66733.466 eV. Number 2: molar mass 570.722 g/mol, total energy -96780.670 eV. Number 3: molar mass 551.625 g/mol, total energy -59017.783 eV. Number 4: molar mass 483.576 g/mol, total energy -42997.667 eV.